Entry 1:
{"formula": "C30H42Cl2N7O2RbS", "method": "wB97M-V/def2-TZVPD", "elements": ["Rb", "Cl", "Cl", "S", "O", "O", "N", "N", "N", "N", "N", "N", "N", "C", "C", "C", "C", "C", "C", "C", "C", "C", "C", "C", "C", "C", "C", "C", "C", "C", "C", "C", "C", "C", "C", "C", "C", "C", "C", "C", "C", "C", "C", "H", "H", "H", "H", "H", "H", "H", "H", "H", "H", "H", "H", "H", "H", "H", "H", "H", "H", "H", "H", "H", "H", "H", "H", "H", "H", "H", "H", "H", "H", "H", "H", "H", "H", "H", "H", "H", "H", "H", "H", "H", "H"], "coordinates": [[-0.179, -0.074, -0.057], [2.098, -4.749, -2.691], [6.681, -4.168, 0.026], [1.425, 3.022, 1.731], [0.081, 2.344, 2.023], [1.207, -2.342, -1.190], [1.116, 2.772, -2.218], [2.695, -1.010, 0.811], [-0.697, -1.772, 2.331], [-2.827, -0.707, -1.534], [-1.697, 2.513, -0.717], [-2.216, 0.482, 2.568], [-0.265, -0.323, -2.857], [-4.035, 0.102, -1.430], [-0.239, 2.842, -2.779], [4.578, -2.456, 0.353], [3.247, -2.035, 0.106], [-3.431, -3.093, 4.471], [2.178, 3.489, 3.304], [4.322, -4.270, -1.246], [5.084, -3.612, -0.304], [-2.629, -0.677, 3.200], [2.035, 0.538, -2.936], [2.132, 2.056, -2.993], [-2.538, -1.278, -2.843], [0.871, 0.011, -3.726], [0.081, -2.827, 2.235], [3.018, -3.809, -1.550], [5.326, -1.768, 1.351], [-3.812, 1.570, -1.801], [-1.331, -4.145, 3.642], [-4.238, -1.980, 4.455], [-2.198, -3.040, 3.761], [-3.851, -0.769, 3.815], [4.734, -0.741, 2.036], [-0.186, -4.023, 2.921], [-3.172, 2.441, -0.718], [2.397, -2.715, -0.935], [1.032, 4.710, 1.213], [-1.163, 3.445, -1.722], [-1.789, -1.848, 3.109], [-1.436, -0.575, -3.649], [3.387, -0.416, 1.740], [2.078, 2.414, -4.022], [3.079, 2.372, -2.577], [-4.498, 0.095, 3.871], [-4.429, -0.003, -0.414], [1.990, 5.232, 1.015], [2.969, 0.186, -3.351], [6.353, -2.036, 1.569], [1.471, 3.704, -2.041], [1.986, 0.220, -1.889], [-3.466, -1.284, -3.440], [-1.788, 0.403, -4.052], [-2.012, 3.908, -2.237], [2.572, 2.567, 3.741], [0.511, -4.848, 2.841], [-2.194, -2.293, -2.667], [-2.710, 1.288, 2.902], [-1.367, 2.691, 0.234], [-0.579, 1.828, -3.016], [2.864, 0.357, 2.313], [0.532, 0.796, -4.401], [0.960, -2.737, 1.602], [-4.780, 1.991, -2.116], [4.724, -5.101, -1.782], [-0.626, 4.259, -1.196], [-0.270, 3.497, -3.681], [0.018, -1.205, -2.413], [-1.291, -1.279, -4.501], [1.123, -0.887, -4.284], [-1.559, -5.089, 4.141], [-2.883, -1.449, -0.833], [3.003, 4.114, 2.970], [1.478, 4.002, 3.999], [-1.217, 0.679, 2.625], [0.427, 5.218, 1.987], [-5.189, -1.998, 4.994], [-3.517, 2.088, 0.258], [5.247, -0.204, 2.826], [-3.714, -4.004, 5.000], [-4.821, -0.321, -2.098], [0.477, 4.637, 0.259], [-3.151, 1.609, -2.673], [-3.597, 3.466, -0.771]], "forces_ev_per_angstrom": [[0.146, 0.178, 0.419], [-0.050, 0.106, -0.086], [0.529, -0.184, 0.107], [-1.523, -0.275, 0.406], [1.289, 0.666, -0.299], [0.397, 0.195, 0.286], [-0.158, -0.479, 0.435], [-0.429, -0.360, -0.518], [0.616, 0.031, -0.077], [-0.042, -0.275, 0.946], [-0.437, -0.236, -0.094], [0.569, 0.311, -0.049], [0.465, -0.697, -0.332], [-0.149, -0.255, -0.468], [0.394, 0.492, 0.349], [0.383, -0.520, 0.511], [-0.314, -0.219, -0.708], [-0.169, 0.548, -0.193], [-0.319, -0.228, -0.074], [-0.567, 1.306, 0.552], [-0.813, 0.187, -0.725], [0.012, -0.418, -0.127], [0.320, 0.803, 0.207], [-0.531, 0.394, 0.393], [-0.066, 0.483, 0.168], [-0.654, -0.359, 0.262], [0.032, 0.208, 0.112], [0.802, -0.547, 0.219], [-0.394, 0.435, -0.069], [0.129, 0.029, -0.188], [-0.033, -0.229, 0.374], [-0.019, -0.125, 0.275], [-0.089, 0.060, 0.017], [0.208, -0.766, 0.419], [-0.333, -0.077, 0.021], [0.302, -0.322, -0.238], [-0.167, 0.604, 0.552], [-0.150, 0.623, 0.645], [0.082, 0.161, -0.338], [-0.283, 0.106, 0.367], [-1.048, -0.043, 0.257], [-1.104, 0.028, -0.297], [0.413, 0.149, 0.278], [0.257, -0.185, -0.473], [0.388, 0.021, 0.027], [-0.063, 0.070, -0.037], [0.105, 0.234, -0.016], [-0.567, -0.206, 0.211], [0.301, -0.392, -0.079], [-0.134, -0.143, -0.114], [-0.226, 0.066, -0.045], [0.121, -0.119, -0.157], [0.256, -0.279, -0.069], [0.080, -0.620, 0.053], [0.031, 0.087, 0.039], [-0.083, 0.202, 0.065], [-0.024, 0.008, -0.068], [-0.062, -0.268, -0.168], [-0.246, 0.310, 0.006], [-0.027, 0.094, -0.492], [0.042, 0.414, 0.091], [0.194, -0.130, -0.144], [0.030, -0.144, -0.435], [-0.101, 0.021, -0.013], [0.290, 0.023, 0.202], [0.133, -0.479, -0.168], [-0.215, -0.152, -0.460], [-0.033, -0.422, 0.204], [-0.026, 0.123, 0.028], [0.304, 0.530, 0.047], [0.273, -0.013, -0.435], [-0.066, 0.292, -0.093], [0.024, 0.249, -0.453], [0.150, 0.180, 0.409], [0.431, -0.307, -0.626], [-0.212, -0.220, -0.134], [0.327, -0.264, -0.386], [0.262, -0.016, -0.223], [0.257, -0.203, 0.057], [0.049, -0.056, -0.113], [0.045, 0.266, -0.188], [0.227, 0.236, 0.185], [0.292, 0.004, 0.644], [-0.160, -0.046, -0.147], [0.132, -0.253, -0.231]], "orbital_gap_ev": 6.2, "energy_ha": -3044.8183, "largest_force_ev_per_a": 1.6, "e_homo_ev": -6.31, "e_above_lowest_kj_mol": 0.0}

Entry 2:
{"formula": "C30H42CoF3N7O3S", "method": "wB97M-V/def2-TZVPD", "elements": ["Co", "S", "F", "F", "F", "O", "O", "O", "N", "N", "N", "N", "N", "N", "N", "C", "C", "C", "C", "C", "C", "C", "C", "C", "C", "C", "C", "C", "C", "C", "C", "C", "C", "C", "C", "C", "C", "C", "C", "C", "C", "C", "C", "C", "C", "H", "H", "H", "H", "H", "H", "H", "H", "H", "H", "H", "H", "H", "H", "H", "H", "H", "H", "H", "H", "H", "H", "H", "H", "H", "H", "H", "H", "H", "H", "H", "H", "H", "H", "H", "H", "H", "H", "H", "H", "H", "H"], "coordinates": [[-0.696, 0.125, 0.423], [-2.986, 1.568, -1.653], [-5.421, 2.405, -2.198], [-4.960, 2.283, -0.081], [-5.365, 0.479, -1.211], [-2.547, 2.938, -1.584], [-2.541, 0.746, -0.508], [-2.903, 0.899, -2.919], [2.341, 2.925, -0.165], [-0.363, -1.347, -0.971], [0.428, -3.596, -0.952], [0.476, 1.502, -0.532], [1.716, -0.753, 1.989], [-1.321, -2.960, 0.391], [0.479, 3.079, 1.174], [-2.414, 0.247, 2.754], [0.996, -1.401, 3.078], [3.268, 2.135, -0.956], [-4.785, 1.684, -1.272], [-0.369, -0.808, 3.364], [-0.090, -1.827, -4.634], [-0.075, -1.031, -2.321], [-0.968, 3.231, 1.274], [0.399, 0.268, -2.750], [0.834, 2.811, -3.975], [0.553, 1.463, -1.951], [1.204, 3.547, 2.339], [1.657, -3.336, -1.677], [2.657, 4.344, -0.154], [-0.395, -1.975, -3.277], [-0.422, -2.596, -0.554], [-0.057, -4.958, -1.110], [-0.885, -1.023, 4.643], [0.604, 0.426, -4.162], [2.687, -1.665, 1.409], [0.667, 2.681, -2.595], [1.070, 2.487, 0.113], [-2.671, -2.411, 0.434], [0.449, -0.656, -5.062], [-2.936, 0.034, 4.024], [0.873, 1.688, -4.739], [-2.165, -0.612, 4.978], [2.406, 0.408, 2.525], [-1.125, -0.170, 2.368], [-0.991, -3.833, 1.503], [-0.304, -2.628, -5.330], [4.271, 2.257, -0.538], [-1.686, -4.676, 1.556], [0.023, -4.217, 1.409], [2.267, 3.340, 2.250], [2.462, -3.937, -1.245], [-3.941, 0.364, 4.266], [-1.451, 2.894, 0.363], [-2.885, -2.010, 1.425], [0.916, 3.795, -4.418], [0.016, -5.249, -2.162], [-1.199, 4.291, 1.409], [3.208, -1.174, 0.585], [3.193, 0.114, 3.238], [-0.274, -1.529, 5.388], [3.280, 2.450, -2.001], [1.007, 1.742, -5.813], [0.537, -5.661, -0.521], [3.440, -1.991, 2.146], [0.677, -0.488, -6.107], [-3.049, 0.737, 2.017], [0.870, -2.460, 2.834], [0.587, 3.580, -1.997], [3.531, 4.544, 0.471], [1.924, -2.289, -1.616], [2.865, 0.981, 1.724], [-0.935, -2.860, -2.963], [-2.786, -1.613, -0.291], [-1.069, -3.266, 2.436], [1.686, 1.039, 3.044], [-1.097, -5.031, -0.806], [2.995, 1.083, -0.925], [-3.390, -3.204, 0.209], [-1.356, 2.679, 2.130], [1.815, 4.924, 0.213], [1.059, 4.621, 2.485], [2.881, 4.678, -1.172], [-2.559, -0.800, 5.971], [2.175, -2.547, 1.029], [1.552, -3.596, -2.733], [1.610, -1.364, 3.991], [0.817, 3.037, 3.225]], "forces_ev_per_angstrom": [[-0.375, 0.229, -0.270], [-0.162, -0.089, 0.118], [0.032, -0.030, 0.042], [-0.031, -0.075, -0.139], [0.062, -0.017, -0.018], [0.115, 0.010, -0.017], [0.208, -0.032, 0.151], [0.001, -0.022, -0.006], [0.011, 0.019, -0.231], [0.001, 0.211, 0.033], [-0.008, 0.046, -0.200], [-0.225, -0.251, -0.256], [0.108, -0.108, 0.034], [-0.114, 0.116, 0.213], [-0.132, -0.049, 0.117], [0.034, 0.007, -0.013], [-0.122, 0.015, -0.089], [-0.049, -0.093, 0.130], [0.027, 0.112, 0.107], [-0.076, -0.017, 0.005], [0.049, 0.065, -0.052], [-0.123, -0.127, -0.088], [0.029, -0.022, -0.005], [0.000, -0.048, -0.050], [0.083, -0.050, -0.059], [0.052, 0.193, 0.040], [0.011, 0.103, 0.006], [0.101, -0.050, 0.200], [0.037, -0.032, 0.012], [-0.098, 0.060, 0.099], [0.415, -0.087, -0.109], [0.028, -0.022, 0.014], [0.050, 0.014, 0.042], [0.032, -0.024, 0.090], [-0.014, 0.091, -0.019], [-0.064, -0.022, 0.182], [0.390, -0.091, 0.117], [0.008, 0.021, 0.024], [-0.080, -0.002, 0.046], [-0.037, 0.029, -0.037], [-0.021, 0.035, -0.013], [-0.001, -0.043, 0.035], [-0.221, 0.074, -0.062], [-0.101, 0.056, 0.141], [-0.062, -0.069, -0.008], [-0.034, 0.008, 0.029], [-0.011, -0.009, -0.007], [0.021, -0.030, -0.029], [-0.026, 0.028, -0.026], [-0.041, -0.013, -0.014], [-0.018, -0.017, 0.006], [0.045, -0.007, -0.023], [-0.007, -0.003, -0.035], [0.018, 0.010, -0.021], [0.025, -0.007, 0.009], [0.003, 0.014, -0.006], [0.014, 0.001, 0.010], [-0.004, -0.033, -0.012], [0.013, 0.000, 0.041], [-0.018, 0.031, -0.029], [-0.032, 0.035, -0.050], [-0.003, 0.006, 0.028], [-0.004, 0.000, 0.001], [0.021, -0.015, -0.012], [-0.028, -0.012, 0.004], [0.037, -0.013, 0.040], [0.078, 0.084, -0.055], [0.008, 0.010, 0.006], [-0.008, 0.029, 0.011], [0.064, 0.081, 0.091], [0.067, 0.098, -0.134], [0.093, -0.054, 0.027], [0.020, 0.062, -0.084], [-0.088, -0.041, -0.056], [0.041, -0.025, -0.021], [0.018, 0.003, 0.020], [-0.041, -0.004, 0.072], [0.003, -0.030, 0.020], [0.004, -0.062, 0.006], [-0.005, -0.023, 0.031], [0.020, 0.010, -0.033], [-0.012, -0.027, -0.019], [0.037, 0.030, -0.020], [-0.008, -0.070, -0.097], [-0.018, 0.023, -0.009], [-0.003, -0.134, 0.103], [-0.014, 0.031, -0.024]], "orbital_gap_ev": [7.7, 7.6], "energy_ha": -3857.9482, "largest_force_ev_per_a": 0.5, "multiplicity": 4, "e_homo_ev": [-7.25, -7.22]}